115
Properties=species:S:1:pos:R:3:forces:R:3:mulliken_spin:R:1 method="wB97M-V/def2-TZVPD" e_tot_ev=-133670.48571 charge=+1 multiplicity=6 homo_ha="-0.2890 / -0.2886" s_squared=8.77
Fe -7.40177 -5.75085 17.52090 -0.9500 -1.8489 -0.4112 4.005
C -6.30518 -3.74045 21.17194 -0.2438 -0.4568 0.1164 -0.005
C -6.54806 -2.41668 20.87527 -0.0754 0.3165 -0.2137 0.011
C -7.16030 -2.07757 19.66509 -0.5686 -1.0397 -0.7279 0.003
C -7.54998 -3.11973 18.77435 2.6660 -0.3770 2.6296 0.053
N -7.19541 -4.43724 19.05009 -0.7086 2.4372 0.3278 -0.157
C -6.64408 -4.70714 20.22464 -0.5479 -0.2585 1.0279 0.045
C -8.12347 -2.86368 17.49902 -1.3322 -0.4359 -3.6265 0.040
C -8.47540 -1.56467 17.04123 0.1460 -1.0297 0.2037 0.001
C -9.02664 -1.36392 15.78005 0.1103 -1.7620 -0.1120 0.004
C -9.23133 -2.49604 14.98016 0.3658 0.0975 1.3494 0.000
C -8.89034 -3.75521 15.47592 0.0190 -0.5748 -0.0844 0.024
N -8.30649 -3.99785 16.66958 -0.2552 2.8361 0.5291 -0.011
H -5.94161 -4.07017 22.15583 -0.0501 0.2820 -0.6233 0.000
H -6.29034 -1.65378 21.59968 -0.0204 0.0817 -0.1339 0.000
H -7.36681 -1.03935 19.38805 0.1204 -0.4815 0.3681 0.002
H -6.64142 -5.75135 20.53361 0.3576 -0.0444 -0.4699 0.015
H -8.31289 -0.71959 17.68297 -0.0255 0.1492 0.1511 0.000
H -9.33854 -0.41358 15.40871 0.0425 0.6163 0.0622 0.000
H -9.68438 -2.43494 14.01900 -0.2517 0.0789 -0.5419 0.000
H -9.13532 -4.62217 14.84067 0.4319 0.1917 0.5059 0.001
C -10.98665 -9.50936 16.42204 1.1866 -0.8297 1.0502 0.030
Sb -9.21467 -8.22947 16.17827 -0.5870 0.1719 -1.1287 -0.020
C -8.85829 -7.34997 18.24713 -0.1852 0.4806 -2.0108 0.076
C -8.45396 -8.35023 19.21397 -0.4958 -1.6322 0.3746 -0.012
C -8.55518 -9.77424 18.97769 0.5643 0.5944 0.3239 0.017
C -8.43778 -10.65581 20.04888 -0.2870 -0.0200 0.0282 -0.003
C -8.37598 -10.12826 21.33738 -0.0902 0.4510 0.0968 0.009
C -8.27122 -8.73955 21.45159 0.0819 -0.0946 1.8791 -0.004
N -8.23447 -7.87605 20.45693 -0.0152 -0.1486 -0.5439 0.007
Si -10.66507 -6.70421 18.83030 1.4660 -0.5957 -0.7296 0.026
C -11.49113 -5.98899 17.30220 -0.2604 0.4421 0.6101 0.007
C -10.46223 -5.35154 20.07917 -0.9921 0.9417 0.6562 0.005
C -11.68684 -8.08887 19.55457 -0.1451 0.3195 1.1837 0.003
C -8.87315 -10.10154 13.89504 -2.2437 0.5994 -0.9858 0.002
C -7.59007 -10.01870 14.46420 0.0325 -0.0776 0.0416 -0.001
C -6.43765 -10.47652 13.82046 2.4695 -0.8527 0.4693 0.004
C -5.30063 -10.82514 14.58567 -0.8719 0.9551 -0.6694 -0.002
C -5.18815 -10.39971 15.90496 -0.6127 -0.9139 0.3873 0.009
C -6.29371 -9.77076 16.43958 0.5069 0.2738 0.1950 0.009
N -7.44978 -9.59431 15.78710 0.0009 0.2210 -0.4064 -0.010
Si -9.43839 -9.01051 12.38090 0.5051 -2.2981 1.1756 -0.001
C -9.48503 -10.03557 10.76537 -0.7838 0.8996 0.5440 0.000
C -11.16800 -8.24248 12.64582 0.3515 -0.2103 0.0832 -0.001
C -8.13822 -7.74243 12.05832 0.4244 1.1633 -0.1482 -0.005
Si -9.54000 -11.91936 13.84978 0.8469 1.8402 1.2043 0.000
C -11.33080 -12.01172 13.37230 -0.6133 -0.9509 0.1415 0.000
C -8.53360 -12.90999 12.66783 0.6307 0.0835 -0.8106 0.000
C -9.29738 -12.65376 15.59819 -0.4338 0.8676 -0.0069 0.000
H -11.85339 -8.91610 16.59770 -0.5986 0.6218 0.3378 0.000
H -10.80430 -10.18106 17.29866 -0.4356 0.4645 -0.7905 -0.002
H -11.14051 -10.07957 15.51375 0.3069 -0.0025 -0.0437 -0.001
H -8.74324 -10.18864 17.97432 0.2762 0.3481 0.6255 0.004
H -8.47568 -11.74750 19.91327 -0.0658 0.6133 -0.0968 0.000
H -8.48253 -10.74819 22.22832 0.2785 0.1699 -0.2998 0.001
H -8.25306 -8.23955 22.45610 0.1430 -0.7939 -0.8022 0.000
H -10.75836 -5.55201 16.63074 0.0735 0.2889 -0.0504 -0.001
H -12.21314 -5.21162 17.63396 0.2951 -0.4248 -0.4156 0.001
H -12.00110 -6.76100 16.74434 -0.3718 -0.1016 -0.1696 0.000
H -10.14482 -4.45500 19.52674 0.0448 -0.0203 0.2215 0.001
H -9.72685 -5.58117 20.84374 0.2089 -0.0925 0.0027 0.001
H -11.41670 -5.07121 20.63017 0.9459 -0.4098 -0.7871 0.000
H -12.26353 -8.64644 18.83995 -0.0981 -0.3403 -0.4136 0.000
H -12.42538 -7.63767 20.25647 0.4040 -0.1663 -0.3872 0.000
H -11.09081 -8.78431 20.16867 -0.1236 0.1619 -0.2937 0.000
H -6.36658 -10.71545 12.74795 -0.6822 0.1803 0.6725 0.000
H -4.50810 -11.39101 14.13914 0.3412 -0.1488 -0.2990 0.000
H -4.39932 -10.74718 16.58282 -0.1350 0.4929 -0.4690 0.001
H -6.19122 -9.39061 17.43846 -0.4860 0.1485 0.4746 -0.001
H -10.27506 -10.78360 10.84174 -0.0537 -0.0297 -0.2924 0.000
H -8.56093 -10.52176 10.49856 0.4271 -0.1349 0.0827 0.000
H -9.72497 -9.29841 9.98439 -0.1296 -0.3716 -0.0978 0.000
H -11.54160 -8.37869 13.67125 0.1890 0.0890 -0.2446 0.000
H -11.88888 -8.70480 11.97186 -0.0759 -0.0262 -0.0581 0.000
H -11.14133 -7.17551 12.41107 -0.0615 0.0114 0.0733 0.000
H -7.35313 -7.76475 12.81583 -0.0045 0.0523 0.1291 0.011
H -8.58774 -6.72958 12.07161 0.3487 -0.3066 -0.1161 -0.002
H -7.64573 -7.90809 11.08836 -0.2415 0.1157 0.1705 0.000
H -11.66047 -11.11783 12.87860 -0.2489 0.5167 -0.3390 0.000
H -11.95522 -12.13733 14.27536 0.1733 0.0319 -0.3601 0.000
H -11.54220 -12.87158 12.69171 0.1814 0.5641 0.5060 0.000
H -9.00920 -12.89272 11.67813 0.0070 -0.2656 0.1972 0.000
H -8.46352 -13.92261 13.05065 0.1028 -0.3716 -0.2468 0.000
H -7.51519 -12.50788 12.49676 -0.5046 -0.3320 0.3472 0.000
H -9.73981 -12.01578 16.39718 0.2241 -0.2982 -0.5921 0.000
H -8.22739 -12.69682 15.78299 0.2372 -0.2311 0.1447 0.000
H -9.74579 -13.63581 15.70381 0.0963 -0.3133 -0.0235 0.000
C -4.29878 -7.07457 19.24275 -1.0281 0.4834 -0.4444 0.101
Si -4.48682 -5.96772 17.63965 0.6365 -0.9602 1.4103 0.511
C -3.92791 -4.20982 18.07537 1.0229 -0.2562 0.5281 0.064
C -3.16681 -6.70792 16.53320 0.1651 -0.1886 0.3648 0.015
H -3.28076 -7.45452 19.28169 0.0632 -0.1069 0.0106 0.016
H -5.02592 -7.90652 19.27373 0.4092 0.2192 -0.0316 -0.026
H -4.48980 -6.46177 20.12855 0.1201 -0.1160 -0.0079 -0.008
H -2.87269 -4.03074 17.72586 -1.0042 -0.1542 0.1782 0.010
H -3.91024 -4.09136 19.18655 -0.1968 0.0252 -0.8261 0.000
H -4.58382 -3.48166 17.62955 -0.1516 0.5798 -0.0778 -0.010
H -2.25308 -6.84079 17.16370 -0.5135 0.2272 -0.5861 0.010
H -3.00078 -5.99633 15.72098 0.3033 -0.2935 -0.1105 0.001
H -3.47987 -7.69371 16.15392 0.1981 0.3856 0.0172 -0.005
C -3.65182 -6.79460 12.89597 0.6019 0.2230 0.8243 0.005
N -4.44429 -5.56849 13.04372 -0.0965 0.5140 -0.1197 0.019
C -4.24781 -4.40134 12.15836 0.0033 0.2471 -0.9981 0.001
C -5.35667 -3.41367 12.58016 0.3630 1.0872 -0.0552 -0.002
N -6.06893 -4.16003 13.61021 0.1419 0.2202 0.6887 0.019
C -5.44889 -5.33622 13.91061 -0.2213 -0.4842 -0.0782 0.096
S -5.93879 -6.41748 15.15233 -0.2704 0.5154 -0.6042 -0.011
H -4.01924 -7.49090 12.15124 -0.4534 0.1199 -0.2226 0.001
H -3.61078 -7.31967 13.86673 -0.0878 0.3097 -0.4975 -0.001
H -2.61898 -6.52340 12.60816 -0.5119 0.0253 0.2083 0.001
H -4.33169 -4.66148 11.07649 -0.0352 -0.1312 0.8401 0.001
H -3.27029 -3.90296 12.27450 -0.1538 -0.6348 0.1986 0.001
H -6.03059 -3.10887 11.75203 0.3894 -0.3675 0.4764 0.001
H -4.89283 -2.46344 12.98703 -0.5792 -1.0426 -0.3019 0.002
H -6.56730 -3.64827 14.34092 0.2176 -0.5938 -0.4109 0.007

23
Properties=species:S:1:pos:R:3:forces:R:3:nbo_charge:R:1 method="wB97M-V/def2-TZVPD" e_tot_ev=-8528.55835 smiles=CCCC(C)C.O homo_ha=-0.3950
C 0.31899 2.40899 0.07339 -1.7649 0.4612 0.7120 -0.619
C -0.17875 1.30257 1.02805 -0.2350 -0.9547 -1.5797 -0.396
C -0.99187 0.19815 0.19452 2.2364 0.5114 2.9691 -0.394
C -0.20502 -0.34807 -0.96507 -0.4258 1.2223 -2.0688 -0.243
C -0.97570 -1.48577 -1.64952 0.7018 -1.7555 0.8876 -0.609
C 1.27842 -0.71220 -0.75453 -0.2582 -0.2565 0.5870 -0.608
H 0.54706 3.32345 0.61150 0.4909 0.0522 0.0716 0.215
H -0.50993 2.69299 -0.58163 0.0101 0.0004 -0.1496 0.199
H 1.12522 2.09127 -0.56556 0.3894 -0.0601 0.0356 0.207
H 0.73209 0.87811 1.43420 0.1211 -0.3034 0.4556 0.172
H -0.85081 1.56183 1.85733 0.4336 0.5905 -0.2825 0.215
H -1.12205 -0.60688 0.93135 -0.6878 0.0348 -0.2886 0.206
H -1.91858 0.71747 0.00033 -0.4371 -0.4473 -0.7156 0.213
H -0.20589 0.51955 -1.66293 0.2324 -0.5603 -0.0218 0.194
H -1.90123 -1.74981 -1.12344 -0.1165 0.5047 -0.3080 0.213
H -1.14142 -1.42081 -2.72256 -0.0190 0.2953 0.0546 0.216
H -0.38047 -2.41738 -1.47637 -0.3023 0.4734 -0.3951 0.200
H 1.85888 0.12860 -0.36599 -0.0072 -0.1149 -0.1402 0.206
H 1.74579 -1.06858 -1.68057 -0.2510 0.2691 0.0412 0.220
H 1.40631 -1.54507 -0.04473 -0.1911 0.1632 -0.0275 0.191
H 0.77702 -2.19558 2.43097 -0.0198 -0.1577 0.1076 0.465
H 0.38850 -0.75741 2.23496 -0.0437 0.1720 0.0659 0.468
O 0.20343 -1.51541 2.79629 0.1438 -0.1403 -0.0103 -0.932

75
Properties=species:S:1:pos:R:3:forces:R:3:lowdin_charge:R:1 method="wB97M-V/def2-TZVPD" e_tot_ev=-104657.33145 homo_ha=-0.3059
Au -0.71252 -0.47480 0.77609 -0.2060 -0.2334 -1.0572 0.703
F 6.23766 -0.34284 2.83670 -0.2850 -0.0427 -0.0213 0.131
C 4.92186 -0.56330 2.76944 0.1483 0.0182 -0.0021 -0.126
C 4.33530 -0.93798 1.57256 0.0835 0.0017 -0.0432 -0.143
F 5.08625 -1.08596 0.47353 -0.1035 0.0174 0.1323 0.115
C 2.97436 -1.17827 1.52129 -0.0237 -0.0715 -0.2364 -0.239
F 2.46566 -1.56630 0.33577 0.0324 0.0176 0.1760 0.038
C 2.14302 -1.02260 2.61969 -0.0696 0.0273 0.0611 -0.492
S 0.40640 -1.29764 2.62447 0.3292 0.3209 -0.0731 0.699
C 2.76765 -0.65920 3.81373 -0.0021 -0.0223 0.1277 -0.269
F 2.04306 -0.48959 4.92192 0.0578 0.0035 -0.1302 0.096
C 4.12975 -0.43249 3.89918 0.0752 -0.0106 0.0782 -0.140
F 4.68379 -0.06937 5.05914 -0.0918 -0.0554 -0.1863 0.129
O -3.22079 -1.22294 -2.19581 0.4643 -0.0851 -0.1472 0.029
C -3.53292 -0.65660 -1.15936 0.2112 0.0468 -0.1170 -0.499
N -2.69051 -0.00162 -0.30175 -0.0609 0.0465 0.6748 -0.127
S -3.55481 0.59151 0.99101 0.0028 -0.0168 0.3827 0.614
O -3.55009 2.02944 1.00947 0.0041 0.0066 -0.0631 -0.292
O -3.12913 -0.08163 2.19446 -0.0527 0.0254 -0.0413 -0.330
C -5.12497 0.00014 0.49949 -0.0375 0.0477 -0.2349 -0.224
C -6.34969 0.11905 1.12437 -0.0150 -0.0210 -0.0292 -0.021
C -7.44235 -0.42445 0.46169 0.0276 0.0002 0.0006 -0.059
C -7.29656 -1.04879 -0.77704 0.0235 0.0082 0.0197 -0.056
C -6.05286 -1.15327 -1.38354 -0.0139 -0.0074 0.0182 0.007
C -4.96534 -0.61568 -0.71849 0.0307 -0.0488 -0.0001 -0.135
H -6.45018 0.60307 2.08487 -0.0096 0.0333 0.0212 0.125
H -8.42236 -0.36196 0.91412 -0.0264 -0.0041 0.0076 0.108
H -8.16755 -1.46264 -1.26669 -0.0183 0.0039 -0.0084 0.107
H -5.91933 -1.63824 -2.34026 0.0075 -0.0155 -0.0091 0.123
C 0.59191 3.92981 -0.82000 -0.0291 0.0273 0.0070 -0.172
Si 0.70501 2.07631 -0.58918 0.0107 -0.0403 -0.0312 0.404
C 0.02153 1.24273 -2.11601 -0.0632 -0.0470 -0.0058 -0.183
C 2.51663 1.63985 -0.44789 0.0116 -0.0048 0.0673 -0.157
C -0.34415 1.61869 0.90292 -0.2144 -0.5321 0.5598 -0.424
Si -0.04571 2.40350 2.59375 0.0790 0.1755 0.0038 0.408
C -1.09881 1.70024 3.95437 -0.0945 -0.1903 -0.0197 -0.187
C -0.55624 4.20380 2.42793 -0.0537 -0.0559 -0.0284 -0.171
C 1.77444 2.37586 3.05374 0.0073 0.0489 0.0124 -0.159
H 0.92281 4.17839 -1.83078 0.0178 0.0228 -0.0235 0.035
H 1.23835 4.45380 -0.11693 0.0397 0.0477 0.0233 0.026
H -0.42210 4.30670 -0.69060 -0.0519 0.0098 -0.0156 0.039
H 0.58813 1.52331 -3.00603 0.0341 0.0263 -0.0178 0.037
H -1.02556 1.50607 -2.27176 -0.0482 0.0053 -0.0141 0.037
H 0.06940 0.15778 -2.01576 0.0239 -0.0606 -0.0447 -0.010
H 3.06349 2.14069 -1.24946 0.0146 0.0155 -0.0430 0.042
H 2.68932 0.57112 -0.54999 0.0075 -0.0849 -0.0405 0.009
H 2.94529 1.96795 0.49804 0.0418 0.0312 0.0608 0.022
H -1.36827 1.91720 0.66072 0.1088 0.3086 -0.1004 -0.024
H -2.15519 1.79852 3.70106 -0.0036 0.0316 0.0214 0.024
H -0.90697 2.25647 4.87424 0.0139 0.0405 0.0286 0.037
H -0.90332 0.64485 4.13922 0.0032 0.0382 0.0364 -0.008
H -1.54979 4.28114 1.98351 -0.0574 0.0157 -0.0021 0.037
H 0.13478 4.78401 1.82197 0.0510 0.0722 -0.0523 0.011
H -0.59877 4.66130 3.41826 0.0060 0.0109 0.0462 0.036
H 2.28129 1.48069 2.70487 0.0207 -0.0001 -0.0459 -0.005
H 1.89209 2.42619 4.13766 0.0177 0.0142 0.0453 0.043
H 2.29145 3.23594 2.62402 0.0166 0.0405 -0.0278 0.037
N -0.63746 -2.24298 -2.68590 -0.6356 0.5542 -0.1712 0.154
C -0.03550 -2.74441 -1.63456 0.1733 -0.1373 0.4447 -0.810
S -0.76856 -2.88821 -0.06805 -0.1709 0.0199 -0.0983 0.602
N 1.20897 -3.22599 -1.76180 0.0369 -0.1968 0.0884 0.053
C 1.99301 -3.23105 -2.94958 0.0299 0.0906 0.0147 -0.246
C 1.55172 -3.89257 -4.08766 0.0122 -0.0319 -0.0065 -0.035
C 2.33576 -3.87929 -5.23141 0.0150 0.0288 -0.0087 -0.072
C 3.55806 -3.22234 -5.23375 -0.0201 -0.0126 0.0243 -0.081
C 3.99796 -2.57421 -4.08810 -0.0214 -0.0083 -0.0062 -0.067
C 3.21457 -2.57123 -2.94468 0.0410 0.0048 -0.0216 -0.007
H -1.55609 -1.77371 -2.57331 0.1481 -0.3076 0.0364 0.069
H -0.13579 -2.14921 -3.55685 -0.0179 0.0405 0.0322 0.113
H 1.64688 -3.48496 -0.89126 -0.0026 0.0105 0.0081 0.120
H 0.60973 -4.42478 -4.06747 -0.0169 -0.0231 -0.0035 0.122
H 1.99387 -4.39377 -6.11850 -0.0062 -0.0183 -0.0262 0.107
H 4.16946 -3.22103 -6.12497 0.0129 0.0076 -0.0309 0.105
H 4.94755 -2.05740 -4.08601 0.0312 -0.0047 0.0051 0.108
H 3.54199 -2.06083 -2.04809 -0.0011 0.0265 0.0196 0.107